(1)
5 unconnected molecules or ions with the total composition C28H50B2F12N3O11 at a distorted geometry. Source: the OMol25 dataset; level of theory: ωB97M-V/def2-TZVPD.

Each line ends with the Löwdin charge.
CARTESIAN COORDINATES (ANGSTROEM)
C 2.78694 0.84307 2.60693  -0.120
C 1.22054 0.98363 2.68414  -0.147
B 0.50412 1.21147 1.26139  -0.356
O -0.46470 2.25095 1.10242  0.092
C 0.76384 0.29663 -0.04499  -0.181
O 0.96130 1.30579 -1.05057  -0.024
B 0.41214 0.64191 -2.27685  -0.936
N 1.57666 -0.24434 -2.78328  0.138
C -0.15274 1.60764 -3.48371  -0.094
C 0.85942 1.92157 -4.64054  -0.243
C 0.95897 0.81867 -5.73500  -0.217
C 2.30976 1.04819 -6.52554  -0.286
N 2.00675 1.95226 -7.66448  -0.012
O -0.79287 -0.02246 -1.74408  -0.013
C -0.60252 -0.48069 -0.39957  -0.224
C -0.56940 -2.02721 -0.59496  -0.128
C -0.01818 -2.84854 0.61494  -0.193
C 1.52025 -2.76512 0.84922  -0.197
C 2.40301 -2.93419 -0.43000  -0.271
N 1.84033 -3.85019 -1.44090  0.009
H 3.28632 1.65417 3.16740  0.062
H 3.13877 0.78089 1.56279  0.068
H 3.07304 -0.09907 3.11859  0.062
H 1.00479 1.89092 3.29846  0.085
H 0.75631 0.13487 3.22894  0.098
H -0.04979 3.04680 1.44006  0.091
H 1.70990 -0.27931 -0.01085  0.100
H 2.48495 0.14662 -2.58270  0.051
H 1.50683 -1.21241 -2.49905  0.003
H -1.11222 1.22419 -3.89963  0.091
H -0.39238 2.59541 -3.00853  0.091
H 1.85344 2.07113 -4.18112  0.092
H 0.52005 2.84689 -5.16095  0.097
H 0.09475 0.78958 -6.42489  0.098
H 1.05245 -0.20052 -5.30635  0.085
H 2.75934 0.07771 -6.82256  0.096
H 3.04581 1.54099 -5.86304  0.086
H 1.94050 1.39816 -8.50870  0.053
H 2.71695 2.65995 -7.77387  0.018
H -1.33371 -0.08451 0.34134  0.122
H -0.07492 -2.22421 -1.55490  0.094
H -1.62984 -2.34255 -0.72660  0.115
H -0.39023 -3.89274 0.57745  0.089
H -0.49572 -2.41373 1.52640  0.103
H 1.81325 -1.85206 1.40545  0.085
H 1.78344 -3.61192 1.52662  0.095
H 2.66949 -1.93530 -0.81921  0.086
H 3.36607 -3.38277 -0.08493  0.102
H 2.40169 -4.68297 -1.55826  0.036
H 1.91198 -3.36049 -2.32943  0.059
C -0.59418 -8.19132 0.99976  -0.057
C 0.03360 -9.27652 0.14908  -0.203
O 1.12472 -8.75322 -0.62267  0.034
C 2.28813 -8.65207 0.01539  -0.397
O 2.47622 -8.95736 1.15176  0.174
C 3.35752 -8.12327 -0.93333  -0.558
F 2.91410 -7.09716 -1.65869  0.170
F 3.75696 -9.06830 -1.79121  0.168
F 4.43919 -7.70759 -0.28589  0.176
H -0.89244 -7.34457 0.37958  0.086
H -1.47179 -8.57386 1.52166  0.081
H 0.11191 -7.81440 1.74015  0.079
H -0.69429 -9.65376 -0.56838  0.124
H 0.36228 -10.12306 0.75367  0.123
C 6.92284 6.99212 -5.66984  -0.063
C 6.48127 5.68814 -5.03753  -0.199
O 5.76945 4.87679 -5.98243  0.038
C 6.52174 4.15898 -6.81269  -0.395
O 7.71401 4.15178 -6.82618  0.171
C 5.63404 3.31289 -7.71792  -0.554
F 4.60658 4.01228 -8.20733  0.164
F 5.12746 2.27423 -7.05246  0.173
F 6.29946 2.82739 -8.76116  0.174
H 6.06847 7.51396 -6.10430  0.083
H 7.39129 7.63836 -4.92703  0.080
H 7.63668 6.81644 -6.47551  0.076
H 5.78687 5.88676 -4.22237  0.128
H 7.32468 5.13828 -4.61834  0.126
C -3.32115 1.67789 2.01968  -0.056
C -4.66961 1.54858 2.69740  -0.190
O -4.65271 0.49772 3.68336  0.036
C -4.14992 0.82368 4.86791  -0.406
O -3.72174 1.89603 5.16494  0.172
C -4.23892 -0.36607 5.81683  -0.554
F -3.85386 -1.50449 5.24162  0.174
F -5.49470 -0.55032 6.24720  0.154
F -3.47954 -0.20497 6.89707  0.167
H -3.01228 0.72084 1.59845  0.077
H -3.36095 2.41647 1.22030  0.095
H -2.55032 1.97884 2.72749  0.074
H -5.42733 1.26757 1.96640  0.124
H -4.98698 2.49040 3.14804  0.123
C -7.41722 1.13519 8.38233  -0.060
C -6.58976 2.38711 8.58760  -0.193
O -6.99962 3.42590 7.68372  0.037
C -8.06410 4.12990 8.05821  -0.400
O -8.68310 3.95638 9.06215  0.172
C -8.35497 5.22199 7.03472  -0.559
F -8.28082 4.76814 5.78301  0.171
F -7.48086 6.22671 7.14241  0.171
F -9.56899 5.73867 7.19244  0.172
H -7.37562 0.81813 7.33994  0.071
H -7.04983 0.32507 9.01248  0.086
H -8.46631 1.31252 8.62286  0.077
H -5.54354 2.18143 8.36315  0.125
H -6.63694 2.73598 9.61999  0.125

As for the net charge: -1. The molar mass is 854.32 g/mol. Its HOMO energy is -4.2 eV.

=====

(2)
A molecular structure, C28H50BF2PRb. Source: the OMol25 dataset; level of theory: ωB97M-V/def2-TZVPD.

Each line ends with the Löwdin charge.
CARTESIAN COORDINATES (ANGSTROEM)
Rb -1.38702 -4.40410 -1.74767  0.950
C 3.69670 -2.55610 0.45586  -0.097
C 3.83287 -1.23988 1.21421  -0.239
C 2.53653 -0.81466 1.89776  -0.233
C 1.54663 -0.18862 0.90710  -0.257
P -0.05325 0.17716 1.65395  1.021
C -0.88813 -1.32836 2.16630  -0.266
C -2.15152 -1.11696 2.99159  -0.252
C -2.70841 -2.42068 3.53946  -0.268
C -4.05317 -2.25632 4.24005  -0.101
C 0.30624 1.11804 3.16631  -0.263
C 1.21253 2.33406 3.02960  -0.250
C 1.72211 2.83689 4.37397  -0.249
C 2.67674 1.86177 5.07282  -0.103
C -1.11185 1.14629 0.57745  -0.269
C -0.38805 2.19723 -0.25269  -0.257
C -1.31476 3.01307 -1.13596  -0.238
C -2.32560 3.84608 -0.33098  -0.095
H 2.92491 -2.47264 -0.31523  0.042
H 3.35931 -3.35508 1.12156  0.078
H 4.62321 -2.87244 -0.01814  0.076
H 4.21867 -0.46398 0.55040  0.113
H 4.57819 -1.37331 2.00372  0.112
H 2.77992 -0.08069 2.67093  0.090
H 2.06783 -1.64963 2.42563  0.108
H 1.39148 -0.86122 0.06422  0.047
H 1.91529 0.77150 0.54088  0.102
H -0.18418 -1.96158 2.71660  0.105
H -1.09897 -1.89209 1.24790  0.072
H -2.91479 -0.60818 2.39351  0.122
H -1.94659 -0.43592 3.82507  0.107
H -1.98065 -2.93172 4.17446  0.114
H -2.86032 -3.11203 2.69878  0.109
H -4.06902 -1.38050 4.89731  0.077
H -4.24245 -3.10721 4.89222  0.075
H -4.86438 -2.10369 3.53044  0.077
H 0.73678 0.36347 3.83002  0.088
H -0.64681 1.43810 3.59475  0.105
H 0.67399 3.13352 2.51618  0.105
H 2.07143 2.13298 2.38049  0.107
H 0.89970 3.12727 5.03117  0.113
H 2.31263 3.74237 4.20975  0.112
H 2.98290 2.22166 6.05424  0.076
H 3.57197 1.71755 4.46692  0.076
H 2.20976 0.89203 5.26583  0.062
H -1.88403 1.58502 1.22185  0.104
H -1.64273 0.45311 -0.07840  0.076
H 0.34396 1.68873 -0.89467  0.095
H 0.25502 2.83971 0.35783  0.103
H -1.88602 2.33976 -1.78097  0.097
H -0.69429 3.63576 -1.78008  0.113
H -3.20419 3.24710 -0.08452  0.071
H -2.68736 4.71612 -0.87553  0.074
H -1.88673 4.19608 0.60740  0.072
B -0.62609 -1.69997 -1.41948  -0.612
H -0.26398 -0.54743 -1.39274  -0.019
H -1.75616 -1.84943 -1.02572  -0.052
H -0.57905 -2.08243 -2.55112  -0.069
H 0.11810 -2.34954 -0.73177  -0.058
F -3.79151 1.78311 -3.68270  0.060
C -3.79600 0.52868 -4.17368  -0.276
C -4.31622 0.31619 -5.43804  -0.005
C -4.30628 -0.96109 -5.96076  -0.073
C -3.76929 -2.00904 -5.22682  -0.084
C -3.20567 -1.75944 -3.97946  -0.089
C -3.19910 -0.47239 -3.45661  -0.008
H -4.72740 1.16377 -5.97039  0.124
H -4.71855 -1.17559 -6.93771  0.111
H -3.76599 -3.03258 -5.57933  0.102
H -2.73054 -2.54964 -3.41441  0.036
H -2.68485 -0.31691 -2.51608  0.087
F 6.15008 0.00455 -3.85034  0.059
C 4.81541 0.08101 -3.64256  -0.280
C 4.10234 1.09384 -4.23570  -0.010
C 2.72536 1.12048 -4.05753  -0.075
C 2.08945 0.16692 -3.27867  -0.089
C 2.83361 -0.83617 -2.66762  -0.084
C 4.20878 -0.88360 -2.86464  -0.015
H 4.53782 1.83330 -4.89297  0.121
H 2.11729 1.87708 -4.53651  0.108
H 1.01943 0.16846 -3.11287  0.084
H 2.35573 -1.66778 -2.16602  0.083
H 4.79122 -1.72925 -2.51938  0.116

As for the net charge: +1. The molar mass is 551.96 g/mol. Its HOMO energy is -11.0 eV.

=====

(3)
6 unconnected molecules or ions with the total composition C28H50BrN6O2 at a distorted geometry. Source: the OMol25 dataset; level of theory: ωB97M-V/def2-TZVPD.

Each line ends with the Löwdin charge.
CARTESIAN COORDINATES (ANGSTROEM)
O -2.42003 2.78866 0.40829  0.094
C -1.56167 2.95961 -0.38134  -0.259
C -0.53752 1.90261 -0.75886  -0.110
C -1.06895 0.47819 -0.82271  -0.261
C 0.22463 -0.41596 -0.90880  -0.008
N 0.02269 -1.43355 0.16790  -0.028
C 1.18288 -1.77278 1.06393  -0.122
C 1.26351 -0.98277 2.35709  -0.250
C 1.86659 0.40647 2.23973  -0.570
Br 3.66817 0.38260 1.50572  0.714
C -1.34407 -1.25448 0.72289  -0.107
O -1.83563 -0.00329 0.27992  -0.044
H -1.44735 3.94919 -0.85619  0.111
H -0.09055 2.14210 -1.71983  0.109
H 0.26182 1.96503 -0.02212  0.100
H -1.63572 0.23288 -1.71639  0.141
H 1.13719 0.13753 -0.72986  0.119
H 0.26292 -0.86770 -1.89133  0.142
H -0.06845 -2.28775 -0.37892  0.179
H 2.10618 -1.71569 0.49852  0.103
H 1.06511 -2.81726 1.33552  0.128
H 1.90288 -1.56566 3.01134  0.083
H 0.30409 -0.91218 2.86471  0.117
H 1.94687 0.81314 3.23885  0.064
H 1.26729 1.11752 1.68482  0.040
H -1.50421 -1.42422 1.77588  0.126
H -1.94718 -1.96022 0.15064  0.123
C -5.86047 -1.92632 -0.13906  -0.115
C -6.42590 -2.08160 1.26413  -0.255
C -5.37673 -1.78133 2.33887  -0.171
C -4.23836 -2.71310 2.21207  -0.231
N -3.36141 -3.43226 2.11622  0.153
H -5.04605 -2.62729 -0.33384  0.057
H -6.63828 -2.12356 -0.87825  0.071
H -5.48655 -0.91353 -0.30413  0.080
H -6.80418 -3.09738 1.39406  0.115
H -7.27483 -1.40891 1.39236  0.113
H -5.80426 -1.88932 3.33550  0.120
H -5.00583 -0.76014 2.23940  0.121
C 4.34488 3.87270 0.17362  -0.124
C 3.87637 5.31756 0.28436  -0.260
C 2.35586 5.44090 0.44427  -0.166
C 1.66461 4.85735 -0.71292  -0.211
N 1.13055 4.39561 -1.60984  0.172
H 3.93724 3.38434 -0.71499  0.067
H 5.43089 3.83453 0.09496  0.078
H 4.04637 3.29415 1.04956  0.023
H 4.20563 5.86121 -0.60562  0.050
H 4.35636 5.78791 1.14422  0.117
H 2.06542 6.48824 0.52971  0.122
H 2.01857 4.92404 1.34489  0.118
C 5.03214 5.22640 -5.70175  -0.107
C 3.75972 5.20858 -4.86125  -0.261
C 3.71802 6.32922 -3.81801  -0.176
C 4.84144 6.20535 -2.87910  -0.228
N 5.71386 6.09676 -2.15173  0.173
H 5.91972 5.06649 -5.08775  0.072
H 5.00579 4.43305 -6.44867  0.073
H 5.14460 6.17828 -6.22403  0.079
H 3.67175 4.24159 -4.36135  0.108
H 2.89353 5.30932 -5.51731  0.109
H 2.78608 6.28367 -3.25281  0.099
H 3.77366 7.30596 -4.30038  0.124
C -4.46360 -5.60242 -3.34326  -0.105
C -5.35357 -4.46218 -3.82583  -0.255
C -4.56230 -3.31367 -4.46306  -0.172
C -3.62514 -2.73081 -3.49429  -0.225
N -2.90704 -2.27922 -2.73942  0.155
H -3.77842 -5.27216 -2.56036  0.068
H -5.06893 -6.40690 -2.92692  0.076
H -3.87311 -6.01414 -4.16391  0.079
H -5.93703 -4.08151 -2.98487  0.102
H -6.06325 -4.84592 -4.55986  0.112
H -5.23807 -2.52931 -4.80432  0.121
H -3.99559 -3.66856 -5.32475  0.124
C 0.95458 -4.34624 6.24267  -0.109
C 2.43553 -4.53866 6.55045  -0.257
C 3.33656 -3.56686 5.78061  -0.177
C 3.18305 -3.75455 4.33068  -0.226
N 3.05491 -3.90642 3.20714  0.161
H 0.73582 -4.54061 5.19102  0.068
H 0.35055 -5.03486 6.83236  0.076
H 0.63347 -3.32887 6.47823  0.075
H 2.72062 -5.56548 6.31529  0.115
H 2.60170 -4.39732 7.61930  0.111
H 4.38226 -3.72965 6.04088  0.121
H 3.08529 -2.53413 6.02735  0.119

As for the net charge: +1. The molar mass is 582.65 g/mol. Its HOMO energy is -12.0 eV.

=====

(4)
2 unconnected molecules or ions with the total composition C28H50N5O6S at a distorted geometry. Source: the OMol25 dataset; level of theory: ωB97M-V/def2-TZVPD.

Each line ends with the Löwdin charge.
CARTESIAN COORDINATES (ANGSTROEM)
C 0.64183 -4.19409 -3.67038  -0.084
C 1.41388 -3.99312 -2.21361  -0.218
O 0.89745 -2.76939 -1.60140  -0.129
C 0.64394 -2.89506 -0.16081  -0.324
C 1.70999 -3.65016 0.82166  -0.106
C 3.28888 -3.35453 0.53668  -0.158
C 3.68322 -1.82374 0.13787  -0.321
C 4.67179 -1.93713 -1.20656  -0.084
C 4.49695 -1.03606 1.33847  -0.189
C 6.10171 -1.37017 1.38892  -0.204
C 7.07140 -0.22941 0.72121  -0.102
C 6.65350 1.11840 0.23726  -0.281
C 6.55346 1.52198 -1.38015  -0.104
C 6.28469 2.37053 1.28051  -0.108
C -0.78914 -3.61647 0.31519  -0.239
C -1.10619 -5.14254 -0.18401  -0.107
C -2.52650 -5.76300 0.35028  -0.294
O -2.22706 -6.92081 1.25675  -0.107
C -3.51932 -6.25869 -0.87654  -0.224
N -4.83949 -5.51299 -0.93274  -0.057
N -1.95425 -2.65443 0.08017  -0.301
S -2.73367 -2.80643 -1.50961  0.829
C -1.28757 -1.27220 -0.06820  -0.173
N -1.97230 -0.10132 -0.39975  0.068
C -1.27094 1.25414 -0.57953  -0.145
C -2.44998 2.35968 -1.01092  -0.145
C -3.56693 2.57430 0.21219  -0.266
N -3.69800 4.05810 0.61339  -0.050
N 0.21005 -1.45149 0.17250  -0.028
C 0.60704 -0.91722 1.52619  -0.055
H 1.43062 -4.55896 -4.47064  0.094
H 0.11287 -3.21865 -4.05608  0.085
H -0.13015 -5.08513 -3.48936  0.081
H 1.28960 -4.97345 -1.59194  0.125
H 2.55472 -3.78206 -2.49511  0.124
H 1.48513 -3.51466 1.98639  0.136
H 1.55399 -4.81997 0.63477  0.127
H 3.65527 -4.16575 -0.25489  0.122
H 3.87751 -3.61036 1.54034  0.134
H 2.80086 -1.13044 -0.18584  0.114
H 4.08388 -2.21965 -2.18143  0.072
H 5.41595 -2.84721 -1.00420  0.092
H 5.33815 -0.98938 -1.36695  0.057
H 4.23891 0.10297 1.23177  0.111
H 4.01384 -1.39850 2.36396  0.114
H 6.37535 -2.44827 0.95808  0.122
H 6.39378 -1.42107 2.54386  0.109
H 8.22849 -0.48145 0.65132  0.114
H 7.33594 0.82304 -1.92730  0.090
H 6.71308 2.66446 -1.58033  0.076
H 5.46164 1.17234 -1.71274  0.083
H 7.21662 3.11216 1.19949  0.101
H 5.37940 2.96626 0.80173  0.071
H 6.07922 2.00928 2.37587  0.081
H -0.79331 -3.72640 1.48172  0.165
H -0.26194 -5.92071 0.14013  0.142
H -1.12642 -5.20443 -1.37562  0.093
H -3.08163 -4.91960 0.94294  0.137
H -3.05680 -7.46533 1.40055  0.111
H -3.03018 -6.18506 -1.94321  0.115
H -3.72100 -7.41744 -0.69588  0.129
H -4.92357 -5.14431 -1.91675  0.065
H -4.82770 -4.65058 -0.33420  0.045
H -1.63218 -2.78787 -2.40363  -0.073
H -3.02508 -0.09636 -0.54679  0.154
H -0.50953 1.17304 -1.46445  0.146
H -0.80714 1.66044 0.41698  0.131
H -1.98925 3.38449 -1.38089  0.135
H -3.04752 1.83166 -1.88971  0.119
H -4.65466 2.26097 -0.14166  0.119
H -3.33049 1.92846 1.16019  0.112
H -3.65458 4.56396 -0.31591  0.074
H -4.66553 4.23657 0.99844  0.070
H 0.36505 -1.67997 2.40907  0.119
H -0.09430 0.02355 1.74580  0.106
H 1.70452 -0.52075 1.61031  0.098
C -4.08472 9.48448 0.30906  0.077
C -4.96457 10.39723 0.72559  -0.205
C -6.06034 10.04141 1.66915  -0.302
O -6.84230 10.90585 2.04899  0.116
C -6.16289 8.64144 2.10979  0.082
C -5.28503 7.72813 1.69043  -0.205
C -4.17327 8.09000 0.76892  -0.305
O -3.37102 7.23234 0.41540  0.088
O -5.37717 6.41009 2.09846  0.066
O -4.88928 11.70932 0.29561  0.086
H -3.28203 9.72984 -0.37490  0.138
H -6.97453 8.39270 2.78144  0.139
H -4.62879 5.94864 1.66085  0.064
H -5.63399 12.17193 0.73796  0.119

As for the net charge: +1. The molar mass is 584.80 g/mol. Its HOMO energy is -8.9 eV.